[1]
Density functional theory data (ωB97M-V with the def2-TZVPD basis set) for a structure of composition C24H28Cl5HfN6SSe.

Atoms and positions in Å:
Hf: -0.13519 0.71024 0.74595
Cl: 2.56899 1.31999 2.08782
C: 2.77632 -0.09412 1.08124
C: 1.60173 -0.49708 0.46752
C: 1.68529 -1.54445 -0.43831
Cl: 0.20687 -1.85558 -1.30583
C: 2.85425 -2.23970 -0.68221
Cl: 2.89631 -3.51934 -1.79662
C: 4.01328 -1.83447 0.01934
Cl: 5.45885 -2.66635 -0.21828
C: 3.98766 -0.72772 0.89679
Cl: 5.38696 -0.18015 1.68644
C: -2.85907 -4.19259 1.53918
C: -3.17747 -2.98848 0.73664
N: -4.14800 -2.84807 -0.10923
N: -4.01174 -1.58543 -0.61598
C: -2.98855 -0.93345 -0.10136
S: -2.43679 0.66381 -0.39334
N: -2.44044 -1.80581 0.75970
N: -1.30142 -1.48318 1.49899
H: -3.72110 -4.85549 1.52182
H: -2.63634 -3.93749 2.57604
H: -2.00841 -4.72737 1.11178
H: -4.68028 -1.24832 -1.29707
H: -1.51657 -1.58428 2.49270
H: -0.57764 -2.16730 1.26654
C: 0.78969 6.39325 -1.84932
C: 1.25308 5.55310 -3.03820
C: 0.14144 5.16998 -4.01938
C: -0.63909 3.91168 -3.66334
N: -1.43573 4.07308 -2.42569
C: -1.16877 3.62076 -1.20348
Se: 0.43511 2.69160 -0.78969
N: -2.11690 4.02884 -0.34520
C: -2.16930 3.76173 1.08602
C: -1.25734 4.63073 1.93378
C: -1.08132 3.98288 3.30668
C: -0.06234 2.85518 3.30288
C: -3.05892 4.77617 -1.05702
C: -4.23292 5.41094 -0.65312
C: -4.93434 6.06659 -1.64020
C: -4.49126 6.09548 -2.97845
C: -3.33195 5.46774 -3.37390
C: -2.62554 4.80009 -2.37354
H: 1.64094 6.74612 -1.26783
H: 0.13343 5.85194 -1.15957
H: 0.24184 7.27415 -2.18808
H: 1.76658 4.64868 -2.69384
H: 2.00379 6.12277 -3.58573
H: 0.56158 4.98519 -5.00986
H: -0.55314 6.00661 -4.13213
H: 0.01739 3.05454 -3.52030
H: -1.34888 3.65626 -4.44954
H: -1.93792 2.70204 1.22526
H: -3.20835 3.86300 1.39750
H: -1.68393 5.62999 2.02114
H: -0.28356 4.74293 1.44952
H: -2.04131 3.64155 3.70172
H: -0.71110 4.72357 4.01742
H: -0.39072 1.91656 2.74845
H: 0.13493 2.45800 4.29906
H: 0.87892 3.18136 2.86633
H: -4.57550 5.41286 0.37237
H: -5.85095 6.57915 -1.38283
H: -5.07633 6.63398 -3.71104
H: -2.99361 5.49859 -4.39981

Calculated values
Charge   +3
Kohn-Sham gap   0.23519 Ha
Multiplicity   1

***

[2]
Density functional theory data (ωB97M-V with the def2-TZVPD basis set) for a structure of composition C24H28CrN9O4S2.

Atoms and positions in Å:
Cr: 0.03999 0.05961 -0.04748
N: -1.41834 0.06897 3.01151
C: -2.14022 -0.62239 2.13675
N: -3.22453 -1.25647 2.57799
C: -3.95758 -1.86490 1.65513
N: -5.05126 -2.52046 2.04090
N: -3.69376 -1.86669 0.31663
C: -2.58211 -1.26167 -0.00539
N: -1.73789 -0.63368 0.83343
C: -2.14957 -1.29176 -1.46268
C: -2.82028 -2.26871 -2.31750
C: -2.39499 -2.64843 -3.52897
C: -1.19121 -2.13747 -4.23847
C: -0.46276 -0.50853 -3.00684
N: -1.19480 -0.47333 -1.74465
H: -1.69750 0.05564 3.97748
H: -0.67513 0.68095 2.70664
H: -5.27051 -2.58590 3.01934
H: -5.58834 -3.03210 1.36424
H: -3.70059 -2.72407 -1.89040
H: -2.98771 -3.39374 -4.04715
H: -0.99336 -2.67801 -5.15902
H: 0.30571 0.25950 -2.97029
C: -4.62820 1.52833 -1.31942
C: -3.93315 2.23421 -0.20446
C: -4.53109 3.00698 0.75092
C: -3.71138 3.58667 1.73830
N: -2.39957 3.40050 1.78451
C: -1.81468 2.64755 0.85325
S: -0.12727 2.35977 0.84508
N: -2.59057 2.09228 -0.12694
C: -4.30071 4.43053 2.82008
H: -5.69137 1.75133 -1.30751
H: -4.49851 0.44840 -1.22340
H: -4.21488 1.83746 -2.28068
H: -5.59777 3.16873 0.73889
H: -2.10458 1.52307 -0.81287
H: -5.28118 4.81422 2.54836
H: -3.62418 5.24843 3.05634
H: -4.40777 3.82156 3.72020
C: -1.16234 1.05413 -6.26200
C: -0.43848 0.02427 -5.44791
C: 0.84009 -0.28371 -5.69984
C: 1.67630 -1.29133 -5.04172
C: 1.33326 -2.03392 -3.98837
C: 0.02065 -1.95498 -3.28200
C: -1.25752 -0.57731 -4.33224
S: 2.31635 -3.42994 -3.53457
O: 1.39401 -4.52443 -3.65002
O: 3.55220 -3.36243 -4.25077
N: 2.67615 -3.33113 -1.95808
C: 3.78435 -2.55591 -1.41726
C: 3.55241 -1.05286 -1.35073
C: 2.23862 -0.65261 -0.74342
O: 1.74290 0.48248 -1.03557
O: 1.58116 -1.41909 0.01976
H: -0.54015 1.45070 -7.06090
H: -1.48594 1.88748 -5.63115
H: -2.06603 0.62703 -6.70426
H: 1.31725 0.23969 -6.51951
H: 2.64102 -1.48586 -5.49411
H: -0.00045 -2.59966 -2.40374
H: -2.26219 -0.15546 -4.32397
H: 1.88806 -3.46741 -1.34209
H: 4.66341 -2.76396 -2.02420
H: 3.97067 -2.96084 -0.42288
H: 3.60507 -0.58688 -2.33635
H: 4.33974 -0.58861 -0.74902

Calculated values
Charge   +1
Kohn-Sham gap (spin up / spin down)   0.25145 / 0.25293 Ha
Multiplicity   5

***

[3]
Density functional theory data (ωB97M-V with the def2-TZVPD basis set) for the molecule C24H28F3N3O3 in a non-equilibrium geometry.

Atoms and positions in Å:
C: -4.23681 -3.29633 1.79059
H: -4.00780 -2.51349 2.51836
H: -4.86148 -4.06193 2.24587
H: -4.74993 -2.84568 0.93715
O: -3.05676 -3.95013 1.37429
C: -2.14004 -3.17601 0.76043
N: -2.37756 -1.90510 0.58616
C: -1.44312 -1.15067 -0.03352
C: -0.20894 -1.67109 -0.49849
C: 0.69284 -0.78140 -1.12100
C: 0.37438 0.56570 -1.26949
C: -0.83742 1.06746 -0.79331
C: -1.75976 0.23242 -0.18839
N: -2.98866 0.62540 0.23713
H: -3.45916 -0.09654 0.76734
C: -3.42115 1.98251 0.46486
C: -4.94955 2.00822 0.50767
H: -5.29274 3.01872 0.72815
C: -5.57330 1.56095 -0.81186
C: -7.09592 1.67843 -0.77608
N: -7.48498 3.06569 -0.57156
H: -7.17674 3.63175 -1.35587
H: -8.49362 3.14652 -0.51010
H: -7.51079 1.24517 -1.70280
H: -7.48756 1.10155 0.06667
H: -5.18877 2.18483 -1.62220
H: -5.29422 0.52834 -1.02524
H: -5.29648 1.35516 1.31127
C: -2.82421 2.54796 1.75887
H: -3.17410 1.97441 2.61410
H: -3.11745 3.58562 1.89221
H: -1.73861 2.49132 1.72817
H: -3.08571 2.59230 -0.38162
H: -1.06176 2.11343 -0.90918
O: 1.32375 1.32867 -1.89203
C: 1.12599 2.71608 -1.98755
H: 2.01882 3.10209 -2.47705
H: 1.03031 3.17717 -0.99941
H: 0.24788 2.95886 -2.59469
O: 1.89453 -1.24326 -1.65240
C: 3.04750 -0.69170 -1.22146
C: 3.15824 0.06398 -0.05789
C: 4.39099 0.58741 0.30187
C: 5.52642 0.35367 -0.45770
C: 5.41305 -0.42556 -1.59893
C: 4.19284 -0.94117 -1.98158
H: 4.09543 -1.53823 -2.87451
H: 6.28856 -0.62235 -2.19825
H: 6.47557 0.77149 -0.16308
C: 4.44624 1.42067 1.54750
F: 4.12651 0.71605 2.65198
F: 5.64953 1.96040 1.78447
F: 3.57442 2.44964 1.51045
H: 2.29226 0.24717 0.56071
C: 0.02235 -3.06770 -0.29143
C: -0.94853 -3.80040 0.33337
H: -0.83164 -4.85623 0.51723
C: 1.28143 -3.74513 -0.72908
H: 1.44762 -3.59271 -1.79280
H: 1.22199 -4.81189 -0.52596
H: 2.13980 -3.33752 -0.19714

Calculated values
SMILES   COc1cc(C)c2c(Oc3cccc(C(F)(F)F)c3)c(OC)cc(N[C@H](C)CCCN)c2n1
Kohn-Sham gap   0.28493 Ha
Multiplicity   1

***

[4]
Density functional theory data (ωB97M-V with the def2-TZVPD basis set) for a structure of composition C24H28F7N4O6ReS2 in a non-equilibrium geometry.

Atoms and positions in Å:
Re: 0.91152 0.67143 -0.45389
C: -0.89217 -1.68242 3.87048
C: -0.83660 -0.36556 3.07785
C: -0.95311 0.81743 4.04640
C: -1.92083 -0.38424 2.02353
C: -3.23011 -0.18243 2.43890
C: -4.28752 -0.26167 1.55456
C: -4.03324 -0.52748 0.22467
C: -2.74087 -0.69737 -0.26055
C: -2.63750 -0.92447 -1.74999
C: -1.58046 -1.91006 -2.23387
C: -2.47222 0.46044 -2.37691
C: -1.66351 -0.61087 0.64210
N: -0.31860 -0.80617 0.25172
C: 0.22993 -1.97924 0.74045
C: -0.47776 -3.19257 0.75734
C: 0.12777 -4.35137 1.19886
C: 1.44140 -4.33971 1.64879
C: 2.15686 -3.14944 1.68311
C: 1.54630 -2.00492 1.23585
F: 2.15624 -0.78325 1.34054
H: -0.02316 -1.76819 4.51759
H: -0.91277 -2.54599 3.20947
H: -1.78243 -1.70834 4.49414
H: 0.13964 -0.27533 2.59896
H: -1.82751 0.73945 4.68732
H: -0.99834 1.75871 3.50650
H: -0.07403 0.84192 4.68782
H: -3.42665 0.01841 3.47969
H: -5.30116 -0.12921 1.89725
H: -4.86136 -0.62600 -0.45885
H: -3.60435 -1.32513 -2.06909
H: -0.57365 -1.58923 -1.98291
H: -1.64952 -1.99662 -3.31506
H: -1.75180 -2.89677 -1.81271
H: -1.65595 0.97763 -1.88792
H: -3.37038 1.05113 -2.22980
H: -2.27325 0.38142 -3.44007
H: -1.49095 -3.21212 0.38830
H: -0.42786 -5.27631 1.20452
H: 1.90933 -5.25326 1.97836
H: 3.16716 -3.11197 2.05187
C: 1.13058 1.31067 -4.72638
C: 1.15508 0.72589 -3.36482
N: 0.54863 1.27548 -2.32573
O: -0.02136 2.51366 -2.44755
C: 1.85705 -0.44138 -3.00880
C: 2.63234 -1.32106 -3.91978
N: 1.81811 -0.66404 -1.68185
O: 2.40310 -1.63566 -1.16553
H: 0.43843 2.14563 -4.77434
H: 0.83257 0.56010 -5.45598
H: 2.12618 1.65735 -4.99678
H: 0.68449 3.18618 -2.50216
H: 3.65280 -0.95175 -4.03145
H: 2.17606 -1.37092 -4.90478
H: 2.69558 -2.31294 -3.47549
F: -1.49035 3.90011 -0.06712
C: -0.36267 4.47085 0.34646
F: -0.62448 5.66178 0.84297
F: 0.43453 4.61908 -0.72321
S: 0.52376 3.36916 1.59466
O: 0.22264 2.02001 1.11332
O: -0.01729 3.68164 2.85832
N: 2.02770 3.75025 1.42721
S: 2.94112 3.19650 0.28715
O: 2.18758 2.45872 -0.73543
O: 3.83922 4.13982 -0.25044
C: 3.94986 1.82310 1.09839
F: 3.96432 0.79406 0.24030
F: 5.18826 2.17346 1.36965
F: 3.34965 1.41397 2.21383

Calculated values
Charge   +1
Kohn-Sham gap (spin up / spin down)   0.21592 / 0.20968 Ha
Multiplicity   2

***

Which value of multiplicity does entry 2 give? 5